(1)
Formula: C19H12CaN7
Source: the Open Molecules 2025 dataset
Level of theory: ωB97M-V/def2-TZVPD

Output
**Strongest force on any atom**: 0.6 eV/Å
**Total charge**: +1
**Lowest unoccupied orbital energy**: -4.288 eV
**HOMO-LUMO gap**: 6.7172 eV
**Highest occupied orbital energy**: -11.00 eV
**E_tot**: -1791.95614 hartree

Positions of all 39 atoms, in Å:
Ca 0.75 0.94 -3.24
C -2.10 4.19 -2.47
C -0.85 3.70 -2.75
N -0.31 2.65 -2.07
C -1.26 1.93 -1.33
C -2.27 2.79 -0.70
N -2.71 3.83 -1.31
C -0.63 0.85 -0.47
C -1.14 0.38 0.72
C -0.46 -0.62 1.41
C 0.72 -1.13 0.86
C 1.16 -0.63 -0.36
N 0.49 0.33 -0.99
C 2.37 -1.11 -1.07
C 3.31 -1.95 -0.48
N 4.38 -2.39 -1.12
C 4.54 -1.99 -2.38
C 3.62 -1.14 -2.98
N 2.55 -0.70 -2.34
C -0.97 -1.13 2.69
C -0.98 -2.50 2.97
C -1.48 -2.93 4.19
N -1.95 -2.10 5.12
C -1.94 -0.80 4.85
C -1.47 -0.27 3.66
H -2.53 5.00 -3.03
H -0.22 4.20 -3.47
H -2.68 2.55 0.28
H -2.07 0.76 1.12
H 1.26 -1.90 1.38
H 3.20 -2.28 0.55
H 5.41 -2.35 -2.91
H 3.77 -0.82 -4.00
H -0.63 -3.22 2.24
H -1.51 -3.98 4.43
H -2.32 -0.15 5.63
H -1.47 0.80 3.50
N -1.62 0.27 -3.53
C -1.94 0.93 -2.63



(2)
Formula: C30H55ClP2Si2Zr
Source: the Open Molecules 2025 dataset
Level of theory: ωB97M-V/def2-TZVPD

Output
**Strongest force on any atom**: 1.5 eV/Å
**Lowest unoccupied orbital energy**: -0.885 eV
**HOMO-LUMO gap**: 3.2437 eV
**Highest occupied orbital energy**: -4.13 eV
**E_tot**: -2945.02825 hartree

Positions of all 91 atoms, in Å:
Zr 0.04 -0.11 0.32
C 1.91 -1.65 -0.40
C 0.69 -2.29 -0.75
C 0.02 -1.41 -1.70
Si 0.14 -3.99 -0.15
C 0.84 -0.26 -1.90
C 2.04 -0.40 -1.06
Si 3.55 0.70 -0.98
H 2.64 -2.03 0.31
H -0.85 -1.67 -2.30
H 0.68 0.50 -2.65
Cl -1.88 1.38 0.05
C 4.90 -0.07 0.05
C 4.08 0.90 -2.76
C 1.56 -4.90 0.63
C -0.45 -4.92 -1.65
H 4.18 -0.11 -3.19
H 5.05 1.42 -2.83
H 3.35 1.46 -3.35
H 4.58 -0.25 1.09
H 5.76 0.61 0.06
H 5.21 -1.02 -0.40
H 0.37 -4.90 -2.38
H -1.35 -4.48 -2.10
H -0.67 -5.97 -1.38
H 2.20 -5.29 -0.18
H 1.18 -5.73 1.24
H 2.13 -4.21 1.26
C 3.06 2.32 -0.12
C -1.18 -3.65 1.15
P 1.26 2.59 -0.28
H 3.66 3.15 -0.52
H 3.28 2.27 0.96
P -1.88 -1.99 0.87
H -0.69 -3.71 2.13
H -1.98 -4.41 1.10
C -2.83 -1.55 2.40
C -3.20 -2.38 -0.41
C 1.05 3.33 -2.00
C 0.90 4.12 0.74
C -0.21 3.89 1.76
H 0.50 4.83 -0.01
C 2.14 4.78 1.38
H 2.74 4.08 1.98
H 1.80 5.59 2.04
H 2.81 5.24 0.63
H -1.11 3.49 1.28
H -0.49 4.84 2.22
H 0.08 3.20 2.57
H 1.48 2.57 -2.68
C 1.80 4.65 -2.22
C -0.44 3.49 -2.33
H 2.89 4.52 -2.21
H 1.54 5.41 -1.47
H 1.52 5.07 -3.20
H -0.96 2.53 -2.31
H -0.55 3.93 -3.34
H -0.95 4.16 -1.62
H -2.64 -2.84 -1.24
C -3.87 -1.10 -0.91
C -4.27 -3.37 0.07
H -3.86 -4.36 0.30
H -5.02 -3.50 -0.72
H -4.79 -2.98 0.96
H -3.15 -0.41 -1.35
H -4.39 -0.57 -0.10
H -4.62 -1.35 -1.68
C -2.08 -0.49 3.22
C -3.19 -2.73 3.30
H -3.75 -1.10 2.00
H -2.30 -3.19 3.74
H -3.78 -3.50 2.80
H -3.80 -2.33 4.13
H -1.10 -0.86 3.57
H -2.68 -0.25 4.11
H -1.92 0.43 2.66
C -3.89 2.76 -0.57
H -3.95 2.52 -1.64
H -4.58 2.25 0.11
H -3.51 3.75 -0.30
C 3.23 -0.46 4.42
C 2.88 0.74 3.78
C 1.84 0.77 2.83
C 1.26 -0.43 2.38
C 1.56 -1.62 3.08
C 2.55 -1.64 4.09
H 4.02 -0.47 5.19
H 3.40 1.67 4.05
H 1.50 1.74 2.46
H 1.02 -2.53 2.83
H 2.78 -2.58 4.62



(3)
Formula: C5H10O
Source: the Open Molecules 2025 dataset
Level of theory: ωB97M-V/def2-TZVPD

Output
**Structure (SMILES)**: OCCC1CC1
**Strongest force on any atom**: 1.0 eV/Å
**Lowest unoccupied orbital energy**: 1.120 eV
**HOMO-LUMO gap**: 11.1249 eV
**Highest occupied orbital energy**: -10.00 eV
**Relative energy (zero: lowest compared OMol25 entry of this formula, charge and spin)**: 2.026 eV
**E_tot**: -271.67818 hartree

Positions of all 16 atoms, in Å:
O 2.12 0.82 -0.29
C 2.01 -0.58 -0.16
C 0.56 -0.86 -0.46
C -0.47 0.02 0.31
C -1.80 -0.01 -0.36
C -1.34 1.31 0.12
H 1.20 1.09 -0.09
H 2.33 -0.93 0.83
H 2.62 -1.12 -0.90
H 0.30 -1.91 -0.23
H 0.43 -0.74 -1.55
H -0.43 -0.18 1.38
H -1.70 -0.14 -1.44
H -2.60 -0.57 0.10
H -1.18 2.14 -0.57
H -1.84 1.64 1.04



(4)
Formula: C3H9NO2
Source: the Open Molecules 2025 dataset
Level of theory: ωB97M-V/def2-TZVPD

Output
**Structure (SMILES)**: O=CO.C=C.N
**Strongest force on any atom**: 3.2 eV/Å
**Lowest unoccupied orbital energy**: 0.571 eV
**HOMO-LUMO gap**: 10.4716 eV
**Highest occupied orbital energy**: -9.90 eV
**Relative energy (zero: lowest compared OMol25 entry of this formula, charge and spin)**: 2.505 eV
**E_tot**: -324.88056 hartree

Positions of all 15 atoms, in Å:
O 0.61 0.09 0.17
C 0.93 0.93 0.98
O 2.12 1.45 1.24
H 0.27 1.08 1.86
H 2.73 1.20 0.49
C -3.61 1.84 -0.08
C -3.66 1.32 -1.30
H -4.35 2.28 0.54
H -2.65 2.30 0.19
H -2.67 1.15 -1.75
H -4.48 0.71 -1.62
N 2.86 -4.63 -0.92
H 2.90 -4.39 0.05
H 2.17 -5.35 -1.02
H 2.69 -3.76 -1.40



(5)
Formula: C3H9PS3
Source: the Open Molecules 2025 dataset
Level of theory: ωB97M-V/def2-TZVPD

Output
**Strongest force on any atom**: 6.9 eV/Å
**Lowest unoccupied orbital energy (alpha / beta)**: -2.029 / -1.743 eV
**HOMO-LUMO gap (alpha / beta)**: 7.0821 / 6.6896 eV
**Highest occupied orbital energy (alpha / beta)**: -9.11 / -8.43 eV
**Relative energy (zero: lowest compared OMol25 entry of this formula, charge and spin)**: 3.677 eV
**E_tot**: -1655.52505 hartree

Positions of all 16 atoms, in Å:
C 2.02 -0.37 -0.56
C -2.66 -1.42 -0.82
C 1.39 1.11 -0.41
P -0.10 0.91 0.76
S -1.29 2.48 0.68
S 1.01 0.79 2.53
S -1.25 -2.14 0.03
H 2.92 -0.29 0.13
H 1.39 -1.07 -0.23
H 2.28 -0.52 -1.66
H -3.22 -0.88 -0.18
H -3.26 -2.39 -1.15
H -2.23 -0.76 -1.49
H 0.92 1.45 -1.31
H 1.92 1.93 0.17
H 0.16 1.16 3.50



(6)
Formula: C35H60I2NO10S
Source: the Open Molecules 2025 dataset
Level of theory: ωB97M-V/def2-TZVPD

Output
**Strongest force on any atom**: 0.8 eV/Å
**Total charge**: +1
**Lowest unoccupied orbital energy**: -3.697 eV
**HOMO-LUMO gap**: 7.0731 eV
**Highest occupied orbital energy**: -10.77 eV
**E_tot**: -3170.13362 hartree

Positions of all 109 atoms, in Å:
C -2.49 3.48 0.92
O -3.08 2.42 1.63
C -2.70 2.32 2.99
C -1.76 1.13 3.28
C -1.50 0.21 2.08
C -0.21 -0.61 2.19
C 1.01 0.12 2.71
C 1.56 -0.28 3.92
C 2.64 0.36 4.51
S 3.21 -0.25 6.08
C 3.20 1.48 3.86
C 4.32 2.28 4.45
C 3.78 3.59 5.07
C 3.53 3.50 6.57
I 5.17 5.17 4.66
N 2.67 1.85 2.66
C 3.21 3.04 1.98
C 2.24 4.21 2.11
O 1.26 4.17 2.76
I 2.74 5.91 0.96
C 1.61 1.20 2.06
C 1.05 1.69 0.75
C 1.08 0.72 -0.41
O 0.41 0.91 -1.37
O 1.91 -0.34 -0.30
H -3.04 4.41 1.08
H -1.45 3.66 1.22
H -2.51 3.24 -0.14
H -3.60 2.26 3.59
H -2.20 3.25 3.27
H -2.23 0.51 4.04
H -0.84 1.51 3.73
H -2.30 -0.52 2.07
H -1.56 0.72 1.13
H 0.02 -1.06 1.23
H -0.40 -1.43 2.88
H 1.12 -1.12 4.45
H 4.14 -1.09 5.61
H 4.84 1.69 5.19
H 5.04 2.50 3.67
H 2.84 3.86 4.60
H 4.38 3.83 7.16
H 3.29 2.48 6.88
H 2.69 4.13 6.86
H 4.19 3.31 2.34
H 3.32 2.85 0.92
H 1.53 2.58 0.38
H 0.01 1.96 0.91
H 1.48 -1.07 -0.76
C -4.20 -3.40 2.23
C -3.34 -3.20 3.44
O -2.76 -2.15 3.66
C -3.22 -4.37 4.39
H -4.22 -2.49 1.63
H -3.81 -4.21 1.62
H -5.22 -3.64 2.53
H -2.80 -5.23 3.87
H -4.20 -4.64 4.77
H -2.57 -4.10 5.22
C 5.04 -0.49 0.66
C 5.99 0.66 0.90
O 5.94 1.30 1.93
C 6.96 0.96 -0.20
H 4.38 -0.60 1.52
H 4.44 -0.29 -0.23
H 5.60 -1.41 0.51
H 6.42 1.21 -1.11
H 7.60 0.10 -0.39
H 7.58 1.81 0.09
C 3.67 1.38 -3.57
C 4.91 2.23 -3.67
O 5.98 1.85 -3.26
C 4.75 3.59 -4.30
H 3.92 0.43 -3.10
H 2.90 1.88 -2.98
H 3.26 1.19 -4.56
H 4.03 4.19 -3.73
H 4.38 3.49 -5.32
H 5.70 4.11 -4.31
C -3.40 -3.94 -2.38
C -4.77 -4.10 -1.78
O -4.93 -4.46 -0.63
C -5.94 -3.79 -2.68
H -2.64 -4.18 -1.63
H -3.28 -4.61 -3.23
H -3.26 -2.91 -2.71
H -5.92 -4.45 -3.55
H -5.90 -2.76 -3.02
H -6.87 -3.95 -2.13
C -8.21 -0.56 -6.04
C -6.93 -0.42 -5.27
O -6.74 -1.01 -4.23
C -5.88 0.50 -5.85
H -8.88 -1.25 -5.52
H -8.70 0.41 -6.14
H -8.01 -0.95 -7.04
H -6.28 1.51 -5.94
H -5.59 0.15 -6.84
H -5.01 0.52 -5.20
C 0.19 -3.01 -4.98
C -0.51 -4.35 -4.94
O -0.79 -4.88 -3.90
C -0.83 -4.98 -6.27
H 0.36 -2.66 -3.96
H 1.15 -3.10 -5.50
H -0.43 -2.28 -5.51
H 0.09 -5.14 -6.84
H -1.48 -4.33 -6.85
H -1.32 -5.93 -6.11